ORCA calculation (ωB97M-V/def2-TZVPD) on a single C18H20F2N2O4S molecule.

Kohn-Sham gap = 9.23 eV
LUMO energy = 0.29 eV
calculated total energy = -1706.308859 a.u.
relative energy (zero: lowest compared OMol25 entry of this formula, charge and spin) = 0.171 eV
structure (SMILES) = CC[C@@H](C)NS(=O)(=O)c1ccc(OCC(=O)Nc2ccc(F)cc2F)cc1

Structure (XYZ):
```
47
Properties=species:S:1:pos:R:3:forces:R:3:nbo_charge:R:1
C -1.727507 1.267727 -1.966528 -0.101 0.228 0.010 -0.611
H -2.446784 0.474683 -2.151719 -0.014 -0.109 -0.071 0.213
C -2.411872 2.442674 -1.278931 0.053 -0.415 0.214 -0.395
H -1.682159 3.227361 -1.072267 -0.057 0.104 0.000 0.204
H -3.177396 2.857969 -1.937757 -0.052 0.142 -0.004 0.194
C -3.069524 2.029073 0.042195 0.363 0.569 0.001 -0.054
N -4.092013 1.031485 -0.213126 -0.251 -0.694 0.423 -0.878
S -4.312391 -0.126048 0.965764 -0.003 0.186 -0.366 2.323
O -5.548090 -0.784375 0.658563 0.045 -0.069 -0.251 -0.940
O -4.136698 0.419653 2.285229 0.326 -0.091 -0.165 -0.948
C -2.927834 -1.177635 0.581076 -0.396 0.432 0.330 -0.374
C -1.795125 -1.143797 1.365414 -0.064 0.006 0.102 -0.159
C -0.672297 -1.862869 0.992153 0.163 -0.218 -0.122 -0.325
C -0.693448 -2.609897 -0.182357 -0.379 0.149 0.142 0.422
C -1.859171 -2.657217 -0.953111 0.140 -0.015 0.092 -0.282
C -2.971024 -1.937289 -0.573874 0.069 -0.163 -0.083 -0.148
H -3.879230 -1.949071 -1.154216 -0.072 -0.056 -0.181 0.240
H -1.853224 -3.255169 -1.850066 -0.027 -0.062 -0.114 0.230
O 0.344472 -3.353598 -0.655017 0.009 0.063 -0.060 -0.492
C 1.612800 -3.204184 -0.079855 -0.135 0.054 -0.032 -0.169
C 2.171626 -1.784400 -0.268051 0.116 -0.373 0.124 0.657
O 1.555338 -0.902216 -0.810827 -0.085 0.117 -0.179 -0.584
N 3.426499 -1.664893 0.252048 0.186 -0.427 0.223 -0.601
C 4.255183 -0.540556 0.251128 0.282 0.266 0.041 0.057
C 3.893181 0.697887 -0.271669 -0.004 -0.114 0.029 -0.196
C 4.776139 1.761776 -0.230963 0.360 0.086 0.123 -0.279
C 6.026481 1.591078 0.334625 -0.246 -0.183 -0.045 0.399
C 6.425618 0.376305 0.866758 -0.096 0.049 -0.055 -0.339
C 5.528274 -0.667298 0.813520 -0.202 0.224 -0.150 0.388
F 5.884333 -1.870232 1.324512 -0.087 0.064 -0.056 -0.328
H 7.400605 0.247236 1.306519 0.100 -0.022 0.049 0.249
F 6.883450 2.625598 0.373196 0.011 -0.016 0.010 -0.316
H 4.499823 2.721664 -0.635567 -0.012 0.106 -0.037 0.236
H 2.917243 0.816211 -0.711040 -0.007 -0.001 -0.002 0.263
H 3.843331 -2.486709 0.670566 -0.150 0.089 -0.082 0.412
H 2.251222 -3.915460 -0.613381 -0.025 0.102 0.149 0.223
H 1.609699 -3.465488 0.988516 0.027 0.024 -0.120 0.195
H 0.209179 -1.813626 1.611888 0.086 0.004 0.038 0.217
H -1.804316 -0.552870 2.267997 0.073 0.063 0.107 0.244
H -4.964035 1.405628 -0.553650 -0.338 -0.091 0.033 0.405
C -3.629993 3.224300 0.810152 0.139 -0.321 0.042 -0.622
H -2.838591 3.930456 1.047782 0.058 0.120 0.009 0.212
H -4.080749 2.874754 1.735767 -0.051 0.081 0.071 0.235
H -4.386475 3.734409 0.216065 -0.080 0.090 -0.081 0.198
H -2.324397 1.521791 0.663687 0.123 0.168 -0.058 0.204
H -1.299174 1.581365 -2.915381 0.076 -0.055 -0.103 0.209
H -0.930993 0.863801 -1.345748 0.130 -0.094 0.056 0.213
```
Forces are in eV/Å.